No. 1
121
Properties=species:S:1:pos:R:3 method="wB97M-V/def2-TZVPD" s_squared=0.795 spin_multiplicity=2 gap_ev="6.2 / 5.3" homo_energy_ha="-0.2994 / -0.3000" e_lumo_ev="-1.9 / -2.8"
Ti -1.132 -2.174 -0.486
Br -2.990 -8.329 -4.225
C -2.239 -6.795 -3.415
C -1.288 -6.045 -4.107
C -0.724 -4.927 -3.530
C -1.122 -4.524 -2.255
O -0.570 -3.438 -1.704
C -2.078 -5.280 -1.559
C -2.442 -4.955 -0.204
N -2.208 -3.825 0.355
C -2.475 -3.715 1.758
C -3.644 -3.172 2.210
C -3.873 -3.042 3.596
C -2.923 -3.435 4.494
C -1.692 -3.968 4.045
C -0.647 -4.340 4.922
C 0.522 -4.814 4.405
C 0.646 -4.936 3.003
N -0.294 -4.613 2.155
C -1.456 -4.120 2.661
C -2.619 -6.432 -2.147
H -0.987 -6.345 -5.102
H 0.023 -4.351 -4.056
H -2.930 -5.736 0.379
H -4.385 -2.830 1.500
H -4.805 -2.615 3.939
H -3.088 -3.322 5.558
H -0.788 -4.234 5.991
H 1.349 -5.098 5.042
H 1.568 -5.320 2.579
H -3.342 -7.022 -1.599
C 4.800 3.825 0.973
C 3.417 3.835 1.608
C 2.513 2.801 0.957
N 1.185 2.790 1.561
C -0.011 2.647 0.987
S -1.355 2.132 1.825
N -0.115 2.905 -0.372
C 0.409 3.937 -1.144
O 0.328 3.856 -2.350
C 0.962 5.147 -0.473
C 2.025 5.800 -1.089
C 2.530 6.967 -0.538
C 1.954 7.494 0.611
C 0.879 6.855 1.212
C 0.385 5.675 0.677
H 5.454 4.557 1.446
H 4.737 4.067 -0.091
H 5.268 2.843 1.063
H 2.964 4.824 1.522
H 3.494 3.613 2.677
H 2.954 1.808 1.076
H 2.426 2.965 -0.117
H 1.155 2.668 2.562
H -0.854 2.390 -0.835
H 2.441 5.382 -1.996
H 3.365 7.469 -1.006
H 2.342 8.410 1.037
H 0.424 7.275 2.099
H -0.456 5.178 1.144
C -0.900 1.838 -5.205
Ge -1.806 1.164 -3.588
C -3.334 0.027 -4.112
C -2.598 2.759 -2.758
Ge -0.215 -0.376 -2.452
C 1.568 0.400 -2.029
C 1.970 1.489 -2.805
C 3.257 2.004 -2.713
C 4.180 1.431 -1.850
C 3.808 0.336 -1.085
C 2.517 -0.170 -1.181
C 0.337 -1.542 -3.966
C 1.576 -2.186 -3.898
C 2.044 -2.969 -4.943
C 1.276 -3.130 -6.091
C 0.042 -2.503 -6.176
C -0.420 -1.721 -5.123
H -1.655 2.075 -5.958
H -0.197 1.125 -5.635
H -0.367 2.756 -4.954
H -4.186 0.291 -3.486
H -3.151 -1.041 -3.992
H -3.601 0.217 -5.153
H -3.523 2.937 -3.311
H -1.947 3.620 -2.882
H -2.865 2.641 -1.708
H 1.276 1.956 -3.490
H 3.537 2.851 -3.328
H 5.185 1.829 -1.780
H 4.514 -0.128 -0.406
H 2.273 -1.046 -0.598
H 2.201 -2.065 -3.021
H 3.011 -3.450 -4.864
H 1.641 -3.733 -6.912
H -0.563 -2.614 -7.067
H -1.386 -1.242 -5.228
F -1.135 -1.215 3.374
C -0.535 -0.277 4.110
C -1.229 0.262 5.158
F -2.462 -0.185 5.380
C -0.692 1.283 5.971
C 0.606 1.703 5.611
C 1.295 1.146 4.563
F 2.503 1.644 4.271
C 0.759 0.130 3.766
C 1.477 -0.448 2.646
C 0.835 -1.126 1.656
N 0.298 -1.675 0.770
C 2.892 -0.391 2.505
N 4.037 -0.344 2.391
F 1.205 2.669 6.300
C -1.408 1.845 7.064
C -0.946 2.963 7.804
N -0.630 3.891 8.409
C -2.644 1.322 7.525
N -3.634 0.925 7.961
F -2.445 -0.955 0.492
B -3.513 -0.799 -0.569
F -3.026 -1.869 -1.449
F -4.718 -1.100 -0.051
F -3.370 0.411 -1.141



No. 2
110
Properties=species:S:1:pos:R:3 method="wB97M-V/def2-TZVPD" gap_ev=7.0 homo_energy_ha=-0.2499 e_lumo_ev=0.2
Ga 0.479 -1.004 0.481
C -1.636 -4.345 -2.754
C -0.912 -3.918 -1.630
N -1.037 -2.725 -1.104
C -1.900 -1.847 -1.656
C -2.652 -2.168 -2.815
C -2.484 -3.460 -3.356
C -3.509 -1.204 -3.378
C -3.584 0.038 -2.812
C -2.884 0.353 -1.638
C -2.073 -0.574 -1.005
N -1.455 -0.391 0.217
C -2.093 0.215 1.257
C -3.399 0.693 1.280
C -3.944 1.291 2.424
C -3.233 1.417 3.587
C -1.949 0.839 3.657
C -1.186 0.797 4.842
C -0.015 0.090 4.867
C 0.410 -0.553 3.699
N -0.234 -0.461 2.559
C -1.395 0.218 2.510
H -1.504 -5.347 -3.137
H -0.201 -4.586 -1.151
H -3.020 -3.733 -4.257
H -4.086 -1.455 -4.259
H -4.206 0.800 -3.265
H -2.971 1.348 -1.225
H -4.025 0.595 0.407
H -4.959 1.666 2.373
H -3.652 1.905 4.457
H -1.553 1.311 5.723
H 0.585 0.016 5.764
H 1.315 -1.145 3.702
C 3.942 3.255 -2.816
C 2.949 3.254 -1.848
C 2.352 2.059 -1.468
C 2.731 0.845 -2.040
C 3.688 0.875 -3.059
C 4.300 2.061 -3.431
Si 1.979 -0.826 -1.513
C 3.389 -2.055 -1.126
C 3.018 -3.284 -0.574
C 3.953 -4.259 -0.271
C 5.298 -4.022 -0.517
C 5.688 -2.816 -1.076
C 4.743 -1.840 -1.371
C 1.393 -1.393 -3.241
C 1.981 -2.472 -3.905
C 1.654 -2.769 -5.221
C 0.734 -1.988 -5.904
C 0.146 -0.906 -5.263
C 0.473 -0.616 -3.947
H 4.422 4.182 -3.103
H 2.640 4.182 -1.383
H 1.579 2.078 -0.711
H 3.948 -0.040 -3.581
H 5.060 2.057 -4.204
H 1.966 -3.466 -0.366
H 3.644 -5.208 0.153
H 6.037 -4.774 -0.268
H 6.734 -2.633 -1.284
H 5.074 -0.905 -1.799
H 2.720 -3.074 -3.388
H 2.130 -3.606 -5.720
H 0.481 -2.215 -6.932
H -0.575 -0.291 -5.788
H 0.020 0.244 -3.461
C -0.306 -6.331 2.381
N 0.206 -4.980 2.302
C 1.487 -4.709 2.933
C -0.439 -4.020 1.634
O -0.031 -2.873 1.520
H -0.263 -6.689 3.411
H 0.286 -7.006 1.758
H -1.339 -6.361 2.041
H 2.244 -5.404 2.566
H 1.401 -4.816 4.016
H 1.786 -3.690 2.693
H -1.394 -4.345 1.197
O 1.390 3.137 1.431
C 2.023 2.128 1.654
N 3.191 2.064 2.379
C 3.730 0.725 2.470
C 2.572 -0.015 1.742
O 2.422 -1.258 1.636
N 1.678 0.831 1.279
C 3.887 0.269 3.922
C 3.791 -1.074 4.281
C 3.978 -1.469 5.598
C 4.277 -0.530 6.574
C 4.386 0.805 6.223
C 4.188 1.203 4.908
C 5.059 0.623 1.704
C 6.071 -0.253 2.087
C 7.295 -0.236 1.437
C 7.522 0.643 0.390
C 6.506 1.488 -0.025
C 5.282 1.478 0.627
H 3.707 2.890 2.620
H 3.576 -1.813 3.522
H 3.899 -2.517 5.860
H 4.423 -0.839 7.601
H 4.630 1.545 6.974
H 4.275 2.251 4.657
H 5.919 -0.938 2.908
H 8.077 -0.912 1.762
H 8.485 0.662 -0.107
H 6.660 2.168 -0.854
H 4.498 2.145 0.294



No. 3
123
Properties=species:S:1:pos:R:3 method="wB97M-V/def2-TZVPD" gap_ev=7.6 homo_energy_ha=-0.4248 e_lumo_ev=-3.9 charge=+1
N 2.871 0.749 1.635
C 3.421 -0.040 0.559
C 2.400 -0.654 -0.419
N 1.190 -1.119 0.247
C 1.213 -2.031 1.190
N 2.206 -2.928 1.383
N 0.094 -1.985 1.944
C -0.906 -1.218 1.233
N -1.655 -0.245 2.064
C -2.014 -0.652 3.156
O -2.405 -1.003 4.187
C -0.093 -0.465 0.088
N -0.694 -0.719 -1.200
O -0.052 0.887 0.285
H 2.624 0.219 2.453
H 2.116 1.350 1.344
H 4.038 -0.834 0.947
H 4.076 0.590 -0.031
H 2.866 -1.503 -0.908
H 2.165 0.037 -1.214
H 2.054 -3.887 1.095
H 3.094 -2.639 1.747
H -0.227 -2.884 2.284
H -1.671 -1.836 0.802
H -1.672 -0.456 -1.095
H -0.714 -1.713 -1.396
H -0.287 1.295 -0.558
C -5.276 2.160 0.240
C -4.588 1.105 -0.187
C -4.261 0.932 -1.623
O -3.630 -0.036 -2.013
C -4.726 1.971 -2.567
C -5.414 3.028 -2.145
C -5.744 3.208 -0.707
O -6.366 4.168 -0.317
H -5.528 2.308 1.282
H -4.236 0.330 0.484
H -4.476 1.822 -3.610
H -5.763 3.797 -2.823
C 8.331 -1.063 0.705
C 9.360 -0.224 0.640
C 9.348 1.055 1.400
O 10.275 1.828 1.340
C 8.154 1.349 2.238
C 7.132 0.500 2.300
C 7.144 -0.768 1.534
O 6.199 -1.540 1.589
H 8.320 -1.996 0.159
H 10.234 -0.424 0.042
H 8.168 2.283 2.785
H 6.251 0.693 2.899
C -5.833 -4.576 7.005
C -6.717 -3.591 7.131
C -6.406 -2.212 6.674
O -7.207 -1.313 6.788
C -5.070 -1.977 6.065
C -4.188 -2.963 5.938
C -4.498 -4.340 6.401
O -3.694 -5.245 6.294
H -6.038 -5.586 7.335
H -7.695 -3.740 7.569
H -4.864 -0.968 5.733
H -3.216 -2.815 5.492
C 9.525 -0.602 -4.868
C 10.128 -0.561 -3.683
C 10.042 -1.701 -2.741
O 10.584 -1.665 -1.654
C 9.265 -2.893 -3.164
C 8.662 -2.935 -4.348
C 8.743 -1.792 -5.295
O 8.193 -1.830 -6.371
H 9.571 0.218 -5.573
H 10.703 0.295 -3.352
H 9.224 -3.717 -2.460
H 8.092 -3.793 -4.680
C 4.343 -7.059 -0.794
C 5.495 -7.334 -1.399
C 6.600 -6.341 -1.437
O 7.647 -6.579 -1.994
C 6.370 -5.035 -0.767
C 5.219 -4.762 -0.164
C 4.119 -5.754 -0.134
O 3.057 -5.502 0.410
H 3.523 -7.764 -0.757
H 5.682 -8.279 -1.891
H 7.187 -4.328 -0.800
H 5.042 -3.812 0.326
C -3.316 5.261 -5.709
C -2.315 6.134 -5.654
C -2.403 7.351 -4.802
O -1.489 8.144 -4.754
C -3.646 7.555 -4.015
C -4.645 6.679 -4.074
C -4.557 5.467 -4.921
O -5.468 4.664 -4.967
H -3.277 4.369 -6.321
H -1.400 6.007 -6.217
H -3.688 8.441 -3.402
H -5.557 6.807 -3.508
C -6.797 10.543 0.706
C -6.111 9.502 0.244
C -5.805 9.364 -1.199
O -5.179 8.410 -1.620
C -6.289 10.428 -2.112
C -6.975 11.470 -1.653
C -7.283 11.611 -0.205
O -7.905 12.560 0.214
H -7.033 10.665 1.755
H -5.747 8.712 0.889
H -6.053 10.305 -3.162
H -7.338 12.258 -2.299
C -3.688 -5.452 2.676
C -4.485 -6.436 3.074
C -5.405 -7.115 2.125
O -6.131 -8.010 2.484
C -5.394 -6.640 0.713
C -4.593 -5.652 0.320
C -3.677 -4.986 1.275
O -2.933 -4.087 0.923
H -3.010 -4.953 3.359
H -4.487 -6.786 4.099
H -6.069 -7.144 0.033
H -4.569 -5.294 -0.701



| no. | calculated total energy (Eh) |
| --- | --- |
| 1 | -11471.6716 |
| 2 | -4853.4811 |
| 3 | -3767.1320 |